142
Properties=species:S:1:pos:R:3:mulliken_spin:R:1 method="wB97M-V/def2-TZVPD" lumo_energy_ev="0.35 / 0.16" e_above_lowest_kj_mol=0.00 gap_ev="5.340 / 8.475" total_charge=0 total_energy_ha=-3425.6873 spin_multiplicity=4
Ti 1.35 0.47 2.52 2.972
O -0.82 0.29 -1.05 0.056
C -0.06 0.23 0.09 -0.067
O 1.05 0.80 0.15 -0.103
O -0.55 -0.29 1.09 -0.047
H -0.11 0.65 -1.61 0.000
C 3.21 -2.08 0.39 0.006
C 2.43 -2.46 1.67 -0.061
C 2.68 -3.92 2.10 -0.013
O 1.80 -4.12 3.19 -0.008
C 1.60 -5.49 3.48 0.001
N 2.83 -1.50 2.71 -0.015
H 3.07 -2.86 -0.36 0.001
H 4.27 -2.00 0.66 -0.001
H 2.86 -1.13 0.00 0.044
H 1.37 -2.28 1.47 0.077
H 3.72 -4.14 2.37 0.000
H 2.44 -4.66 1.33 0.000
H 2.51 -6.06 3.71 0.001
H 1.07 -5.98 2.66 0.001
H 0.94 -5.45 4.35 -0.001
H 2.52 -1.98 3.56 0.027
H 3.84 -1.63 2.73 0.009
C 3.23 1.10 -2.81 0.002
C 4.10 1.29 -1.56 0.002
C 5.54 1.67 -1.86 0.000
O 6.27 0.90 -2.79 0.000
C 6.45 -0.47 -2.40 0.000
N 3.40 2.25 -0.68 -0.004
H 2.99 2.08 -3.23 0.000
H 2.26 0.61 -2.74 0.000
H 3.84 0.58 -3.56 0.000
H 4.18 0.29 -1.11 0.000
H 6.16 1.79 -0.96 0.000
H 5.61 2.67 -2.30 0.000
H 6.60 -1.03 -3.32 0.000
H 5.56 -0.88 -1.93 0.001
H 7.35 -0.57 -1.78 0.000
H 3.10 3.00 -1.30 0.000
H 2.53 1.79 -0.41 0.056
C 0.40 -1.11 -4.55 0.000
C -0.89 -0.93 -5.38 0.000
C -2.10 -1.58 -4.74 0.001
O -1.79 -2.95 -4.49 0.000
C -2.56 -3.53 -3.46 0.000
N -1.22 0.47 -5.61 0.000
H 1.26 -0.57 -4.95 0.000
H 0.57 -2.17 -4.40 0.000
H 0.19 -0.63 -3.59 0.001
H -0.70 -1.50 -6.29 0.000
H -2.94 -1.49 -5.44 0.000
H -2.31 -1.15 -3.76 0.000
H -3.63 -3.35 -3.65 0.000
H -2.41 -3.07 -2.48 0.000
H -2.32 -4.59 -3.51 0.000
H -1.68 0.95 -4.83 0.000
H -1.74 0.64 -6.45 0.000
C -0.29 2.98 -3.33 -0.001
C -1.82 2.94 -3.24 0.000
C -2.60 3.66 -4.34 0.000
O -2.30 5.04 -4.30 0.000
C -3.27 5.78 -5.02 0.000
N -2.24 1.53 -3.08 -0.001
H 0.09 4.01 -3.34 0.000
H 0.19 2.51 -4.19 0.000
H 0.15 2.54 -2.43 0.000
H -1.97 3.54 -2.33 0.000
H -3.66 3.44 -4.22 0.000
H -2.32 3.26 -5.32 0.000
H -2.93 6.79 -5.23 0.000
H -4.22 5.81 -4.49 0.000
H -3.37 5.38 -6.03 0.000
H -1.88 1.19 -2.19 0.000
H -3.25 1.63 -3.07 0.000
C -5.21 -1.29 -1.39 0.000
C -4.12 -0.52 -0.67 -0.002
C -4.43 0.95 -0.38 -0.001
O -4.65 1.70 -1.57 0.000
C -5.44 2.85 -1.35 0.000
N -3.77 -1.24 0.56 0.000
H -4.85 -2.28 -1.66 0.000
H -5.51 -0.78 -2.31 0.000
H -6.12 -1.30 -0.80 0.000
H -3.22 -0.52 -1.31 0.001
H -3.56 1.43 0.08 -0.002
H -5.25 1.03 0.34 0.000
H -4.99 3.46 -0.56 0.000
H -6.46 2.60 -1.06 0.000
H -5.42 3.42 -2.28 0.000
H -3.25 -2.10 0.31 0.001
H -2.99 -0.68 0.91 0.002
C 5.38 2.96 2.29 0.000
C 4.42 1.83 2.72 0.014
C 4.49 1.50 4.20 -0.014
O 5.75 1.04 4.62 0.001
C 5.73 0.53 5.94 0.000
N 3.03 2.23 2.39 -0.021
H 5.13 3.91 2.77 0.000
H 5.43 3.06 1.21 0.001
H 6.36 2.74 2.74 0.000
H 4.58 0.91 2.15 0.023
H 3.67 0.82 4.44 0.050
H 4.25 2.43 4.75 -0.005
H 5.59 1.33 6.68 0.000
H 6.69 0.08 6.15 0.000
H 4.90 -0.15 6.14 0.002
H 2.85 3.18 2.70 0.010
H 3.11 2.29 1.37 -0.049
C -1.75 -4.28 2.38 -0.008
C -1.09 -4.23 1.03 -0.002
C -1.40 -5.43 0.15 0.001
O -0.51 -6.52 0.40 0.000
C -0.91 -7.65 -0.35 0.000
N -1.48 -2.99 0.35 0.006
H -2.83 -4.28 2.31 0.000
H -1.42 -3.45 3.01 0.010
H -1.40 -5.15 2.96 0.000
H 0.00 -4.20 1.17 -0.004
H -1.32 -5.23 -0.93 0.000
H -2.41 -5.73 0.47 0.000
H -1.88 -8.05 -0.04 0.000
H -0.16 -8.42 -0.15 0.000
H -0.86 -7.44 -1.42 0.000
H -0.94 -3.02 -0.51 0.000
H -1.13 -2.17 0.83 0.017
C -3.47 2.09 6.11 0.002
C -2.54 3.21 5.67 -0.015
C -2.77 3.58 4.19 0.002
O -2.40 2.49 3.37 -0.002
C -1.96 2.94 2.09 0.062
N -2.78 4.36 6.55 0.001
H -3.29 1.80 7.15 -0.001
H -3.26 1.21 5.50 0.000
H -4.50 2.41 5.99 0.001
H -1.47 3.00 5.72 0.006
H -2.14 4.44 3.94 0.002
H -3.81 3.88 3.98 0.003
H -1.72 2.18 1.35 -0.038
H -0.99 3.36 2.41 0.004
H -2.52 3.78 1.69 0.006
H -2.12 5.08 6.27 0.001
H -2.51 4.09 7.49 0.000

=====

172
Properties=species:S:1:pos:R:3:mulliken_charge:R:1 method="wB97M-V/def2-TZVPD" lumo_energy_ev=-0.12 gap_ev=10.490 total_charge=0 total_energy_ha=-8077.8655
O -7.43 -1.68 -11.56 -0.612
S -8.59 -0.94 -11.07 1.107
O -9.92 -1.54 -11.30 -0.601
O -8.30 -0.72 -9.49 -0.214
C -8.12 -1.87 -8.72 -0.420
C -8.58 -1.66 -7.21 -1.011
C -8.70 0.81 -11.63 -0.847
H -7.10 -2.26 -8.71 0.330
H -8.61 -2.77 -9.09 0.403
H -9.13 -2.40 -6.63 0.347
H -9.36 -0.91 -7.38 0.292
H -7.82 -1.32 -6.51 0.251
H -9.20 0.82 -12.60 0.348
H -7.69 1.17 -11.80 0.322
H -9.23 1.24 -10.78 0.305
O 3.64 4.21 7.98 -0.589
S 3.24 5.41 8.64 1.085
O 1.84 5.50 9.09 -0.618
O 4.29 5.75 9.87 -0.283
C 3.76 5.56 11.21 -0.162
C 4.99 5.22 12.07 -1.183
C 3.50 6.84 7.62 -0.839
H 3.06 4.73 11.26 0.325
H 3.09 6.37 11.51 0.328
H 5.09 4.13 12.03 0.282
H 5.00 5.43 13.14 0.361
H 5.98 5.62 11.89 0.331
H 4.52 6.91 7.25 0.325
H 3.13 7.66 8.23 0.298
H 2.76 6.60 6.85 0.338
O 8.37 -8.67 3.04 -0.619
S 8.29 -9.55 1.89 1.211
O 8.00 -10.94 2.05 -0.592
O 7.22 -8.94 0.80 -0.317
C 7.05 -7.53 0.59 -0.279
C 5.63 -7.18 0.24 -1.040
C 9.89 -9.41 0.91 -0.847
H 7.66 -7.18 -0.23 0.290
H 7.48 -6.94 1.40 0.411
H 5.61 -7.29 -0.84 0.261
H 5.24 -6.20 0.51 0.324
H 5.03 -7.98 0.68 0.279
H 9.53 -9.09 -0.07 0.274
H 10.37 -10.40 0.89 0.338
H 10.49 -8.64 1.39 0.305
O -3.17 5.13 -8.15 -0.590
S -3.16 3.67 -8.22 1.137
O -3.29 2.93 -9.51 -0.595
O -1.74 3.27 -7.44 -0.293
C -1.49 1.88 -7.47 -0.065
C -0.19 1.72 -6.78 -1.347
C -4.35 3.11 -6.89 -0.947
H -1.35 1.62 -8.52 0.315
H -2.30 1.28 -7.06 0.327
H -0.25 2.10 -5.76 0.320
H 0.62 2.35 -7.15 0.324
H 0.06 0.66 -6.82 0.376
H -3.95 3.06 -5.88 0.325
H -4.63 2.11 -7.22 0.346
H -5.11 3.88 -7.02 0.369
O -6.42 5.98 0.57 -0.603
S -6.13 5.81 -0.83 1.125
O -4.78 5.69 -1.34 -0.576
O -7.04 4.56 -1.48 -0.269
C -8.48 4.48 -1.20 -0.202
C -8.97 3.08 -1.72 -1.212
C -6.86 7.27 -1.65 -0.934
H -9.02 5.09 -1.93 0.297
H -8.55 4.64 -0.13 0.407
H -10.02 2.86 -1.58 0.358
H -8.33 2.44 -1.11 0.306
H -8.61 2.92 -2.74 0.308
H -7.95 7.30 -1.66 0.328
H -6.40 7.36 -2.64 0.317
H -6.60 8.10 -0.99 0.350
O 1.01 -7.79 -5.26 -0.570
S 0.96 -8.72 -6.38 1.117
O 1.82 -8.55 -7.54 -0.604
O 1.18 -10.24 -5.75 -0.291
C 0.85 -11.40 -6.61 -0.181
C 0.80 -12.55 -5.54 -1.193
C -0.85 -8.86 -6.98 -0.969
H 1.75 -11.64 -7.18 0.268
H -0.11 -11.30 -7.12 0.362
H 0.39 -13.37 -6.12 0.395
H 0.06 -12.38 -4.76 0.325
H 1.80 -12.88 -5.23 0.311
H -0.95 -9.20 -8.01 0.326
H -1.28 -7.86 -6.88 0.366
H -1.29 -9.51 -6.22 0.338
O 2.77 -2.76 5.19 -0.614
S 2.02 -3.65 6.05 1.202
O 1.46 -4.94 5.67 -0.591
O 2.98 -3.98 7.33 -0.333
C 4.10 -3.19 7.61 -0.313
C 3.88 -2.04 8.52 -0.837
C 0.85 -2.63 7.05 -0.988
H 4.61 -3.01 6.67 0.369
H 4.78 -3.83 8.17 0.269
H 3.44 -2.51 9.40 0.296
H 3.07 -1.41 8.17 0.121
H 4.81 -1.59 8.88 0.364
H 1.28 -1.63 7.09 0.344
H 0.71 -3.06 8.04 0.322
H -0.11 -2.68 6.52 0.389
O -4.23 1.47 8.72 -0.583
S -5.50 2.13 8.66 1.092
O -5.67 3.36 9.43 -0.604
O -5.83 2.46 7.09 -0.334
C -5.23 1.66 6.07 -0.235
C -6.41 1.33 5.06 -1.002
C -6.91 0.95 9.07 -0.867
H -4.76 0.71 6.34 0.335
H -4.54 2.39 5.63 0.307
H -7.36 1.68 5.45 0.293
H -6.46 0.24 4.96 0.318
H -6.16 1.61 4.04 0.297
H -6.68 0.06 8.50 0.291
H -7.77 1.55 8.79 0.320
H -6.74 0.66 10.11 0.373
O -2.22 -1.07 1.35 -0.550
S -1.81 -0.70 0.01 1.081
O -2.78 -0.30 -1.10 -0.583
O -0.42 0.19 -0.07 -0.253
C -0.52 1.36 0.75 -0.396
C 0.16 1.06 2.05 -0.941
C -1.00 -2.16 -0.75 -0.945
H -1.58 1.59 0.88 0.371
H -0.05 2.13 0.14 0.308
H -0.04 1.90 2.72 0.333
H 1.24 0.88 2.04 0.316
H -0.21 0.13 2.46 0.255
H -0.26 -2.60 -0.09 0.322
H -0.43 -1.77 -1.59 0.310
H -1.80 -2.78 -1.16 0.370
O 11.63 4.59 -0.87 -0.589
S 11.36 3.48 0.04 1.080
O 11.66 3.60 1.46 -0.574
O 9.77 3.15 -0.16 -0.377
C 9.13 2.32 0.87 -0.339
C 8.47 1.02 0.17 -1.003
C 11.82 1.92 -0.69 -0.781
H 8.40 2.82 1.51 0.388
H 9.90 1.96 1.55 0.323
H 7.41 1.03 0.42 0.310
H 8.90 0.15 0.66 0.290
H 8.68 1.02 -0.90 0.328
H 11.38 1.86 -1.69 0.293
H 11.44 1.18 0.01 0.273
H 12.89 1.90 -0.93 0.378
O 4.75 5.51 0.17 -0.634
H 4.41 4.66 -0.12 0.315
H 5.09 5.91 -0.63 0.318
O -2.06 -9.54 -0.60 -0.640
H -2.30 -8.63 -0.75 0.321
H -1.38 -9.50 0.08 0.318
O -2.06 6.72 4.27 -0.638
H -2.92 6.56 3.87 0.317
H -2.17 6.47 5.19 0.321
O -3.69 -5.89 1.72 -0.627
H -3.71 -6.41 2.52 0.318
H -3.63 -4.99 2.01 0.310
C 1.99 9.47 -2.86 -0.233
C 1.70 8.49 -3.93 -0.270
O 0.79 9.14 -4.79 -0.302
C 0.53 10.36 -4.29 0.688
O -0.31 11.12 -4.80 -0.589
O 1.21 10.60 -3.19 -0.315
H 3.02 9.80 -2.78 0.271
H 1.59 8.99 -1.96 0.239
H 1.37 7.53 -3.53 0.278
H 2.62 8.35 -4.49 0.234

=====

159
Properties=species:S:1:pos:R:3:mulliken_charge:R:1 method="wB97M-V/def2-TZVPD" lumo_energy_ev=0.04 e_above_lowest_kj_mol=154.53 gap_ev=8.501 total_charge=0 total_energy_ha=-3058.8859
C 4.03 -1.89 6.43 -0.722
O 3.45 -0.59 6.81 -0.389
C 2.05 -0.49 6.50 -0.192
C 1.47 0.83 6.46 -0.904
N 2.40 1.83 5.89 -0.432
C 2.36 1.93 4.37 -0.240
C 3.09 3.19 3.89 -0.357
O 4.44 3.06 4.16 -0.415
C 5.15 4.26 3.86 -0.759
H 3.85 -2.53 7.30 0.279
H 5.09 -1.81 6.21 0.264
H 3.61 -2.31 5.51 0.302
H 1.55 -1.10 7.26 0.444
H 1.83 -0.89 5.51 0.165
H 1.35 1.35 7.41 0.410
H 0.46 0.76 6.05 0.303
H 3.30 1.50 6.20 0.322
H 1.31 2.11 4.15 0.061
H 2.59 0.97 3.90 0.386
H 2.62 4.08 4.32 0.476
H 2.96 3.18 2.81 0.050
H 4.71 5.00 4.53 0.344
H 5.02 4.50 2.80 0.248
H 6.21 4.29 4.14 0.286
C -8.36 3.34 0.69 -0.766
O -7.75 2.20 0.14 -0.264
C -8.30 1.00 0.63 -0.714
C -7.37 -0.08 0.10 -0.515
N -6.10 -0.15 0.87 -0.138
C -5.38 -1.42 0.78 -0.939
C -4.75 -1.75 -0.59 -0.007
O -4.16 -3.08 -0.37 -0.390
C -3.26 -3.45 -1.38 -0.405
H -8.03 3.46 1.73 0.306
H -9.43 3.21 0.56 0.306
H -7.98 4.26 0.24 0.225
H -9.28 0.97 0.16 0.440
H -8.26 0.92 1.71 0.355
H -7.23 0.03 -0.98 0.272
H -7.82 -1.05 0.30 0.489
H -5.38 0.43 0.47 0.120
H -6.02 -2.27 1.07 0.357
H -4.53 -1.36 1.45 0.302
H -4.00 -1.02 -0.88 0.111
H -5.46 -1.77 -1.43 0.377
H -2.95 -4.48 -1.17 0.253
H -2.37 -2.84 -1.40 -0.035
H -3.84 -3.35 -2.31 0.356
C 2.87 -9.28 1.08 -0.722
O 1.48 -9.67 0.86 -0.345
C 1.31 -10.67 -0.14 -0.688
C 1.70 -10.35 -1.64 -0.598
N 0.77 -9.25 -2.11 -0.436
C 1.13 -8.68 -3.42 -0.777
C 0.41 -7.35 -3.58 -0.455
O 0.97 -6.57 -2.60 -0.331
C 0.37 -5.28 -2.63 -0.730
H 3.37 -8.75 0.27 0.246
H 3.48 -10.16 1.27 0.319
H 3.07 -8.58 1.89 0.295
H 0.28 -11.03 -0.05 0.307
H 1.90 -11.51 0.22 0.443
H 1.67 -11.28 -2.20 0.462
H 2.75 -10.07 -1.53 0.322
H 1.05 -8.52 -1.48 0.314
H 0.93 -9.28 -4.31 0.457
H 2.20 -8.53 -3.56 0.313
H -0.68 -7.32 -3.55 0.369
H 0.65 -6.92 -4.55 0.373
H -0.66 -5.29 -2.26 0.358
H 0.27 -4.84 -3.62 0.295
H 0.93 -4.57 -2.02 0.189
C 3.14 -4.52 -4.99 -0.700
O 1.85 -4.19 -5.56 -0.239
C 1.67 -2.96 -6.32 -0.886
C 1.03 -1.81 -5.50 -0.180
N 2.00 -1.37 -4.52 -0.289
C 1.30 -0.82 -3.42 0.021
C 2.30 -0.17 -2.36 0.465
O 3.07 -1.26 -1.94 -0.408
C 3.59 -1.18 -0.64 -0.806
H 3.90 -4.04 -5.61 0.383
H 3.33 -5.59 -4.97 0.205
H 3.27 -4.10 -3.99 0.219
H 0.96 -3.27 -7.09 0.370
H 2.60 -2.60 -6.75 0.374
H 0.11 -2.27 -5.14 0.294
H 0.75 -1.00 -6.18 0.203
H 2.66 -2.03 -4.14 0.289
H 0.60 -1.52 -2.96 0.162
H 0.62 -0.05 -3.79 -0.262
H 1.70 0.30 -1.59 -0.449
H 2.86 0.61 -2.87 0.449
H 4.49 -1.79 -0.55 0.340
H 2.88 -1.71 -0.01 0.196
H 3.67 -0.21 -0.16 0.348
C -0.08 -1.25 0.00 -0.506
O 0.76 -0.77 1.01 -0.588
C 0.14 -0.11 2.08 -0.231
C -0.55 1.23 1.63 -0.533
N 0.44 2.23 1.24 0.469
C -0.06 3.59 1.37 -0.846
C 0.88 4.55 0.64 -0.068
O 0.68 4.49 -0.73 0.095
C 1.79 4.86 -1.51 -0.806
H -0.26 -0.59 -0.85 -0.038
H -0.95 -1.55 0.58 0.734
H 0.34 -2.20 -0.31 -0.016
H 0.72 0.01 2.99 -0.002
H -0.63 -0.80 2.43 0.372
H -1.03 1.60 2.54 0.613
H -1.36 0.98 0.96 0.039
H 0.83 2.24 0.31 -0.019
H -0.18 3.83 2.43 0.577
H -1.08 3.71 1.00 0.241
H 1.91 4.49 1.00 0.230
H 0.50 5.52 0.96 -0.384
H 1.63 4.58 -2.55 0.182
H 2.63 4.24 -1.19 0.408
H 1.73 5.94 -1.42 0.259
C 0.19 2.32 -5.49 -0.700
O -0.03 2.87 -4.25 -0.438
H 1.27 2.22 -5.59 0.322
H -0.31 1.35 -5.47 0.143
H -0.14 2.92 -6.34 0.307
H 0.17 3.80 -4.17 0.240
C 2.74 7.88 0.92 -0.570
O 1.94 8.26 -0.20 -0.496
H 2.71 6.84 1.24 0.125
H 3.75 8.23 0.68 0.388
H 2.52 8.57 1.73 0.273
H 2.46 8.49 -0.96 0.304
C -0.36 5.83 5.75 -0.327
O -1.42 5.61 4.88 -0.494
H -0.64 5.69 6.80 0.278
H 0.41 5.10 5.51 -0.017
H 0.17 6.78 5.64 0.269
H -1.28 5.99 4.01 0.254
C -2.02 5.59 -1.63 -0.635
O -1.03 5.29 -2.54 -0.396
H -2.53 4.73 -1.17 0.054
H -1.77 6.18 -0.75 0.236
H -2.94 5.96 -2.09 0.352
H -0.43 4.72 -2.05 0.517
O -3.98 1.74 -0.15 -0.555
H -3.16 2.03 -0.55 0.201
H -4.63 2.39 -0.44 0.240
O -2.26 -1.82 4.32 -0.690
H -1.65 -1.37 3.74 0.240
H -2.10 -1.44 5.18 0.231
O -0.13 5.55 -5.09 -0.639
H -1.06 5.72 -5.25 0.319
H 0.04 5.93 -4.24 0.329
O -0.70 7.49 2.40 -0.545
H -0.12 7.55 1.65 0.260
H -1.29 8.24 2.32 0.260
O -1.53 1.10 -2.81 -0.421
H -2.29 1.66 -2.99 0.242
H -0.80 1.54 -3.25 0.250